The following is a quantum chemistry calculation of a cluster of 2 separate species, C4H12 in total, from OMol25.

Geometry as XYZ:
```
16
Properties=species:S:1:pos:R:3
C -0.942 1.605 -2.499
C -0.178 2.374 -1.434
H -0.296 0.813 -2.896
H -1.850 1.119 -2.135
H -1.175 2.259 -3.343
H -0.833 3.104 -0.952
H 0.330 1.733 -0.722
H 0.675 2.892 -1.882
C 0.177 -1.483 2.411
C 0.898 -2.498 1.532
H -0.443 -0.829 1.789
H -0.565 -1.932 3.079
H 0.871 -0.930 3.035
H 1.649 -3.038 2.118
H 1.498 -1.981 0.780
H 0.185 -3.207 1.119
```

Properties
Frontier orbital gap, hartree: 0.4665
Structure (SMILES): CC.CC
Energy above the lowest of the compared OMol25 structures with the same formula, charge and spin, kcal per mole: 3.7

These are the natural (NBO) partial charges, in e, on atoms 1 to 6: number 1, C, carries -0.60; number 2, C, carries -0.61; number 3, H, carries 0.20; number 4, H, carries 0.20; number 5, H, carries 0.20; number 6, H, carries 0.20

The following is a quantum chemistry calculation of a cluster of 2 separate species, C5H4O in total, from OMol25.

Geometry as XYZ:
```
10
Properties=species:S:1:pos:R:3
C -0.163 -0.081 0.389
C 1.221 0.137 0.196
C 2.489 -0.031 -0.107
C -1.335 0.723 -0.141
C -2.209 1.406 -0.654
H 1.332 -1.695 -0.079
H -0.501 0.090 1.547
H 3.683 0.077 -0.036
H -2.948 2.194 -0.937
O -0.197 -1.699 0.176
```

Properties
Frontier orbital gap, hartree: 0.3691
Energy above the lowest of the compared OMol25 structures with the same formula, charge and spin, kcal per mole: 183.8

These are the natural (NBO) partial charges, in e, on atoms 1 to 6: number 1, C, carries -0.12; number 2, C, carries 0.03; number 3, C, carries -0.28; number 4, C, carries -0.03; number 5, C, carries -0.21; number 6, H, carries 0.49

The following is a quantum chemistry calculation of a cluster of 4 separate species, C2H13NO3 in total, from OMol25.

Geometry as XYZ:
```
19
Properties=species:S:1:pos:R:3
C 2.263 1.417 -0.762
C 2.047 0.336 0.267
N 0.645 0.431 0.998
H 2.156 2.445 -0.378
H 3.261 1.303 -1.240
H 1.442 1.188 -1.470
H 2.045 -0.627 -0.198
H 2.829 0.213 1.041
H 0.352 -0.413 1.474
H 1.101 0.898 1.928
H -2.021 -3.214 1.207
H -2.022 -1.795 1.153
O -1.508 -2.459 1.515
H -0.680 0.760 -0.122
H -1.087 1.669 -1.333
O -1.468 1.021 -0.725
H -3.851 -1.080 -1.490
H -2.392 -0.726 -0.981
O -3.113 -1.369 -0.882
```

Properties
Frontier orbital gap, hartree: 0.4172
Structure (SMILES): CCN.O.O.O
Energy above the lowest of the compared OMol25 structures with the same formula, charge and spin, kcal per mole: 31.2

These are the natural (NBO) partial charges, in e, on atoms 1 to 6: number 1, C, carries -0.63; number 2, C, carries -0.22; number 3, N, carries -0.88; number 4, H, carries 0.21; number 5, H, carries 0.22; number 6, H, carries 0.21

The following is a quantum chemistry calculation of a structure of composition C37H48BrN8O2PPd, from OMol25.

Geometry as XYZ:
```
98
Properties=species:S:1:pos:R:3
Pd -0.408 -0.385 0.029
O -1.470 4.883 -0.450
C -1.681 4.228 0.747
C -1.714 4.927 1.945
C -1.927 4.244 3.133
C -2.107 2.869 3.115
C -2.073 2.188 1.906
C -1.855 2.846 0.704
C -1.801 2.074 -0.621
O -2.066 0.759 -0.455
N -0.477 2.284 -1.265
N 0.544 1.759 -0.516
C 1.624 2.433 -0.444
C 2.845 2.003 0.236
Br 2.898 0.211 0.813
C 3.867 2.855 0.363
C 5.184 2.674 0.988
C 5.364 1.980 2.184
C 6.629 1.859 2.739
C 7.727 2.424 2.108
C 7.557 3.128 0.925
C 6.292 3.261 0.376
H -1.456 5.832 -0.289
H -1.576 6.003 1.945
H -1.953 4.791 4.066
H -2.277 2.330 4.037
H -2.225 1.115 1.867
H -2.513 2.547 -1.317
H -0.328 3.269 -1.472
H 1.683 3.418 -0.911
H 3.710 3.826 -0.101
H 4.512 1.551 2.691
H 6.753 1.324 3.671
H 8.713 2.323 2.543
H 8.408 3.579 0.432
H 6.159 3.819 -0.543
N 0.281 -2.178 -0.199
P 0.444 -3.097 -1.462
N 2.027 -3.597 -1.616
C 2.458 -4.258 -2.841
C 3.543 -5.294 -2.559
C 4.693 -4.682 -1.766
C 4.163 -4.021 -0.498
C 3.100 -2.989 -0.842
N -0.111 -2.434 -2.881
C -0.554 -3.192 -4.050
C -1.856 -2.600 -4.596
C -1.842 -1.065 -4.501
C -0.404 -0.559 -4.462
C 0.248 -1.034 -3.166
N -0.391 -4.552 -1.426
C -1.862 -4.423 -1.365
C -2.395 -4.827 0.000
C -2.115 -6.309 0.273
C -0.816 -6.744 -0.422
C 0.156 -5.581 -0.523
H 2.842 -3.513 -3.555
H 1.596 -4.738 -3.305
H 3.898 -5.710 -3.505
H 3.108 -6.118 -1.987
H 5.197 -3.927 -2.381
H 5.439 -5.443 -1.527
H 4.971 -3.539 0.056
H 3.721 -4.778 0.158
H 3.561 -2.167 -1.411
H 2.654 -2.558 0.052
H -0.688 -4.233 -3.768
H 0.225 -3.171 -4.822
H -2.704 -3.002 -4.038
H -1.977 -2.923 -5.633
H -2.343 -0.739 -3.585
H -2.390 -0.622 -5.334
H -0.365 0.531 -4.478
H 0.146 -0.912 -5.339
H -0.154 -0.416 -2.364
H 1.337 -0.899 -3.195
H -2.315 -5.044 -2.148
H -2.133 -3.389 -1.586
H -3.464 -4.619 0.053
H -1.906 -4.195 0.745
H -2.946 -6.922 -0.084
H -2.041 -6.480 1.349
H -1.028 -7.105 -1.432
H -0.344 -7.569 0.114
H 1.113 -5.914 -0.917
H 0.347 -5.170 0.479
N -6.685 -2.066 -1.000
C -5.864 -2.077 -0.196
C -4.830 -2.108 0.798
C -5.004 -2.819 1.983
C -3.959 -2.837 2.888
C -2.795 -2.150 2.568
N -2.629 -1.464 1.442
C -3.630 -1.438 0.570
H -5.931 -3.340 2.178
H -4.038 -3.373 3.824
H -1.950 -2.155 3.248
H -3.473 -0.843 -0.323
```

Properties
Frontier orbital gap (spin up / spin down), hartree: 0.2797 / 0.2627
Energy above the lowest of the compared OMol25 structures with the same formula, charge and spin, kcal per mole: 4.7
<S²>: 2.01
Spin multiplicity: 3

These are the Mulliken partial charges, in e, on atoms 1 to 6: number 1, Pd, carries 0.48; number 2, O, carries -0.57; number 3, C, carries 0.94; number 4, C, carries -0.88; number 5, C, carries -0.48; number 6, C, carries -0.99

The following is a quantum chemistry calculation of a cluster of 2 separate species, C42H51FN2O in total, from OMol25.

Geometry as XYZ:
```
97
Properties=species:S:1:pos:R:3
C 5.880 -0.937 -3.667
C 4.445 -0.653 -3.942
C 3.631 -1.651 -4.454
C 2.296 -1.416 -4.719
C 1.432 -2.499 -5.244
C 1.756 -0.153 -4.464
N 0.348 0.069 -4.695
C -0.671 -0.156 -3.864
N -1.868 0.174 -4.360
C -3.064 0.443 -3.596
C -3.076 1.529 -2.717
C -1.876 2.393 -2.592
C -4.203 1.769 -1.956
C -5.322 0.961 -2.053
C -6.520 1.259 -1.223
C -5.296 -0.115 -2.929
C -4.181 -0.391 -3.701
C -4.155 -1.565 -4.612
C -1.691 0.715 -5.742
C -0.170 0.611 -5.985
C 2.560 0.861 -3.934
C 1.984 2.192 -3.611
C 3.893 0.593 -3.679
H 6.388 -0.060 -3.259
H 5.978 -1.752 -2.946
H 6.389 -1.227 -4.590
H 4.048 -2.626 -4.641
H 0.406 -2.157 -5.366
H 1.783 -2.844 -6.215
H 1.416 -3.345 -4.558
H -2.047 3.230 -1.917
H -1.039 1.816 -2.202
H -1.587 2.799 -3.561
H -4.213 2.597 -1.269
H -7.319 0.538 -1.403
H -6.270 1.231 -0.160
H -6.905 2.254 -1.459
H -6.160 -0.751 -3.000
H -5.086 -2.132 -4.565
H -4.010 -1.252 -5.646
H -3.340 -2.238 -4.343
H -2.283 0.123 -6.445
H -2.047 1.747 -5.777
H 0.300 1.576 -6.189
H 0.068 -0.080 -6.798
H 2.742 2.871 -3.222
H 1.547 2.658 -4.493
H 1.205 2.100 -2.854
H 4.513 1.365 -3.257
C -1.758 -0.121 7.497
C -2.112 -0.786 6.159
C -2.441 -2.271 6.428
C -3.360 -0.115 5.569
C -0.941 -0.612 5.185
C -0.296 -1.672 4.660
C 0.803 -1.533 3.750
C 1.432 -2.628 3.223
C 2.534 -2.569 2.264
C 2.466 -1.774 1.115
C 3.539 -1.655 0.258
F 3.466 -0.833 -0.820
C 4.704 -2.349 0.530
C 4.790 -3.162 1.641
C 3.717 -3.280 2.492
C 1.251 -0.207 3.450
C 0.645 0.896 3.922
C 1.128 2.295 3.529
C -0.026 3.049 2.854
C 2.315 2.249 2.542
C 1.570 3.053 4.788
C -0.508 0.746 4.818
O -1.086 1.731 5.252
H -1.585 0.945 7.356
H -2.568 -0.243 8.216
H -0.854 -0.559 7.919
H -2.719 -2.787 5.510
H -1.595 -2.790 6.876
H -3.279 -2.359 7.118
H -3.603 -0.544 4.597
H -4.218 -0.243 6.229
H -3.188 0.952 5.436
H -0.598 -2.668 4.920
H 1.117 -3.599 3.564
H 1.560 -1.253 0.874
H 5.534 -2.243 -0.143
H 5.705 -3.695 1.846
H 3.790 -3.897 3.369
H 2.125 -0.111 2.837
H -0.860 3.163 3.545
H 0.292 4.042 2.535
H -0.383 2.504 1.981
H 3.180 1.757 2.984
H 2.046 1.720 1.628
H 2.621 3.256 2.259
H 2.364 2.515 5.305
H 1.938 4.046 4.533
H 0.734 3.165 5.477
```

Properties
Frontier orbital gap, hartree: 0.2549

These are the Mulliken partial charges, in e, on atoms 1 to 6: number 1, C, carries -1.62; number 2, C, carries 0.98; number 3, C, carries -0.91; number 4, C, carries 1.46; number 5, C, carries -1.80; number 6, C, carries -0.72

The following is a quantum chemistry calculation of a structure of composition C38H28N7OPd, from OMol25.

Geometry as XYZ:
```
75
Properties=species:S:1:pos:R:3
Pd 7.821 -17.067 8.457
C 18.283 -24.745 7.572
O 18.673 -23.483 7.004
C 17.589 -22.627 6.934
C 17.323 -21.737 8.053
C 16.214 -20.956 8.040
C 15.307 -21.059 6.949
C 15.668 -21.767 5.809
C 16.770 -22.572 5.811
C 14.022 -20.293 6.974
N 14.029 -19.023 7.205
C 12.672 -18.525 7.495
C 11.672 -20.253 7.296
N 12.850 -21.017 6.811
C 10.178 -20.547 7.231
C 9.466 -21.702 7.261
C 8.046 -21.596 7.215
C 7.506 -20.348 7.041
N 8.159 -19.241 6.864
C 9.514 -19.217 7.166
C 10.725 -17.117 7.382
N 10.095 -15.892 7.103
C 10.776 -14.829 7.475
C 12.105 -14.836 7.881
C 12.867 -15.991 8.014
C 12.152 -17.138 7.662
H 19.177 -25.083 8.145
H 18.109 -25.490 6.792
H 17.462 -24.604 8.303
H 18.050 -21.690 8.896
H 16.039 -20.189 8.818
H 15.043 -21.551 4.919
H 17.103 -23.138 4.931
H 12.838 -21.945 6.365
H 10.078 -22.606 7.146
H 7.353 -22.396 7.368
H 6.442 -20.250 6.940
H 10.180 -13.916 7.399
H 12.439 -13.852 8.224
H 13.917 -16.039 8.379
C 7.775 -17.298 12.689
C 8.786 -18.146 12.998
C 9.587 -18.650 11.954
C 9.411 -18.196 10.668
C 8.235 -17.410 10.404
C 7.437 -16.911 11.425
C 10.215 -18.447 9.508
C 11.329 -19.214 9.651
C 12.166 -19.582 8.542
C 11.758 -18.968 6.325
C 12.343 -19.097 5.032
C 11.766 -18.756 3.848
C 10.504 -18.026 3.869
C 9.859 -17.784 5.047
C 10.444 -18.201 6.303
N 9.673 -17.983 8.293
H 7.108 -17.037 13.498
H 9.043 -18.420 14.027
H 10.433 -19.377 12.149
H 6.636 -16.208 11.243
H 11.637 -19.527 10.690
H 12.938 -20.182 9.070
H 13.391 -19.334 5.011
H 12.279 -19.022 2.933
H 10.091 -17.652 2.977
H 8.874 -17.385 5.141
N 3.797 -16.415 8.090
C 4.210 -15.090 8.110
C 5.554 -15.072 8.298
N 5.957 -16.436 8.411
C 4.912 -17.177 8.161
H 2.799 -16.732 8.046
H 3.480 -14.309 7.931
H 6.257 -14.221 8.353
H 4.890 -18.210 8.240
```

Properties
Frontier orbital gap (spin up / spin down), hartree: 0.2333 / 0.1210
<S²>: 6.13
Total charge: +3
Spin multiplicity: 5

These are the Mulliken partial charges, in e, on atoms 1 to 6: number 1, Pd, carries 0.16; number 2, C, carries -0.70; number 3, O, carries -0.44; number 4, C, carries 0.26; number 5, C, carries -0.54; number 6, C, carries -0.48

The following is a quantum chemistry calculation of a structure of composition C34H40N4NiO5, from OMol25.

Geometry as XYZ:
```
84
Properties=species:S:1:pos:R:3
Ni 0.437 -0.580 -0.062
O -5.130 -0.626 2.382
C -3.903 -0.600 1.802
C -3.685 -0.049 0.542
C -2.402 -0.078 0.038
N -1.419 -0.618 0.743
C -1.609 -1.134 1.954
C -2.855 -1.159 2.531
C -0.335 -1.742 2.552
O -0.462 -2.617 3.430
O 0.729 -1.332 1.988
C -1.975 0.539 -1.304
O -2.877 1.059 -1.964
O -0.710 0.460 -1.533
H -5.768 -0.223 1.789
H -4.477 0.404 -0.050
H -3.013 -1.598 3.511
C 7.182 1.370 -1.257
C 6.739 0.478 -0.083
C 6.990 1.210 1.244
C 7.567 -0.812 -0.104
C 5.247 0.205 -0.245
C 4.750 -0.954 -0.813
C 3.380 -1.126 -0.925
N 2.492 -0.223 -0.525
C 2.958 0.918 -0.021
C 4.304 1.157 0.148
C 1.923 1.935 0.367
C 2.178 3.294 0.294
C 1.181 4.208 0.634
C -0.029 3.672 1.048
C -0.199 2.305 1.074
N 0.751 1.442 0.733
C 1.352 5.719 0.504
C 0.525 6.186 -0.709
C 2.813 6.108 0.291
C 0.840 6.418 1.773
H 8.247 1.615 -1.161
H 6.615 2.307 -1.273
H 7.030 0.862 -2.217
H 8.065 1.244 1.448
H 6.498 0.702 2.083
H 6.632 2.245 1.215
H 8.613 -0.575 0.117
H 7.543 -1.299 -1.083
H 7.215 -1.529 0.646
H 5.405 -1.746 -1.163
H 2.958 -2.029 -1.345
H 4.612 2.086 0.617
H 3.151 3.627 -0.057
H -0.862 4.305 1.329
H -1.147 1.874 1.376
H 0.873 5.706 -1.629
H 0.616 7.272 -0.828
H -0.535 5.942 -0.586
H 3.208 5.722 -0.653
H 3.451 5.751 1.108
H 2.891 7.198 0.255
H -0.227 6.244 1.939
H 0.986 7.499 1.679
H 1.383 6.075 2.661
C 1.689 -3.562 1.526
N 0.358 -4.250 1.658
C 0.551 -5.726 1.748
C -0.653 -3.881 0.560
C -0.111 -3.707 -0.822
C -0.204 -4.776 -1.730
C 0.157 -4.594 -3.055
C 0.573 -3.321 -3.453
C 0.644 -2.282 -2.527
C 0.332 -2.418 -1.158
H 2.284 -3.850 2.390
H 1.527 -2.498 1.499
H 2.144 -3.913 0.604
H -0.067 -3.899 2.516
H 0.964 -6.064 0.802
H -0.410 -6.203 1.926
H 1.240 -5.945 2.562
H -1.078 -2.955 0.886
H -1.423 -4.644 0.629
H -0.606 -5.741 -1.408
H 0.070 -5.404 -3.770
H 0.829 -3.138 -4.496
H 0.947 -1.301 -2.893
```

Properties
Frontier orbital gap (spin up / spin down), hartree: 0.2691 / 0.3028
<S²>: 2.01
Spin multiplicity: 3

These are the natural (NBO) partial charges, in e, on atoms 1 to 6: number 1, Ni, carries 1.40; number 2, O, carries -0.65; number 3, C, carries 0.33; number 4, C, carries -0.31; number 5, C, carries 0.14; number 6, N, carries -0.53

The following is a quantum chemistry calculation of the ion C3H7OS with charge -1, from OMol25.

Geometry as XYZ:
```
12
Properties=species:S:1:pos:R:3
C 0.373 1.487 -0.568
O 0.254 2.111 0.603
C 0.344 -0.123 -0.527
C -0.722 -0.494 0.617
S -0.774 -2.394 0.890
H -0.513 1.530 -1.318
H 1.175 2.087 -1.302
H 1.250 -0.743 -0.232
H -0.009 -0.654 -1.460
H -0.060 0.171 1.261
H -1.516 0.243 0.658
H 0.199 -3.221 1.378
```

Properties
Frontier orbital gap, hartree: 0.2143
Structure (SMILES): [O-]CCCS
Energy above the lowest of the compared OMol25 structures with the same formula, charge and spin, kcal per mole: 93.5
Total charge: -1

These are the natural (NBO) partial charges, in e, on atoms 1 to 6: number 1, C, carries 0.00; number 2, O, carries -0.92; number 3, C, carries -0.44; number 4, C, carries -0.57; number 5, S, carries -0.21; number 6, H, carries 0.04

The following is a quantum chemistry calculation of a cluster of 2 separate species, C3H13N4 in total, from OMol25.

Geometry as XYZ:
```
20
Properties=species:S:1:pos:R:3
N -0.930 0.792 1.270
C 0.120 1.239 0.372
N 0.071 2.618 0.243
N 1.642 0.773 -0.362
H -0.830 -0.259 1.255
H -0.598 1.066 2.168
H -0.964 2.765 0.265
H 0.453 3.036 1.088
H 1.364 1.445 -1.055
H 2.223 1.319 0.228
C 0.796 -2.013 -0.046
C -0.628 -2.247 -0.458
N -1.079 -1.109 -1.243
H 0.911 -1.324 0.829
H 1.174 -2.976 0.209
H 1.413 -1.630 -0.874
H -0.677 -3.137 -1.114
H -1.262 -2.463 0.428
H -2.098 -1.030 -1.206
H -0.760 -0.205 -0.779
```

Properties
Frontier orbital gap, hartree: 0.2273
Energy above the lowest of the compared OMol25 structures with the same formula, charge and spin, kcal per mole: 154.5
Total charge: +1

These are the natural (NBO) partial charges, in e, on atoms 1 to 6: number 1, N, carries -0.77; number 2, C, carries 0.76; number 3, N, carries -0.84; number 4, N, carries -0.67; number 5, H, carries 0.43; number 6, H, carries 0.42

The following is a quantum chemistry calculation of a cluster of 2 separate species, C2H7BrNO in total, from OMol25.

Geometry as XYZ:
```
12
Properties=species:S:1:pos:R:3
C 0.529 0.278 -0.514
C -0.603 -0.740 -0.396
N 0.711 1.017 0.723
O -0.558 -1.563 0.664
Br -2.388 0.324 -0.299
H 1.478 -0.030 -0.787
H 0.222 0.915 -1.365
H -0.703 -1.584 -1.789
H 1.020 0.583 1.523
H -0.116 1.446 0.990
H 1.503 1.664 0.651
H -1.095 -2.310 0.598
```

Properties
Frontier orbital gap, hartree: 0.3793
Energy above the lowest of the compared OMol25 structures with the same formula, charge and spin, kcal per mole: 52.4
Total charge: +1

These are the natural (NBO) partial charges, in e, on atoms 1 to 6: number 1, C, carries -0.32; number 2, C, carries 0.12; number 3, N, carries -0.64; number 4, O, carries -0.71; number 5, Br, carries -0.05; number 6, H, carries 0.24